Record 1
DFT (wB97M-V/def2-TZVPD) results for C6H21BrMnNO5 as an isolated structure in a non-equilibrium geometry.

LUMO energy (alpha / beta), eV: -7.13 / -6.79
Total charge: +1
Energy relative to the best compared isomer or geometry (same formula, charge and spin), eV: 7.5204
Orbital gap (alpha / beta), eV: 4.849 / 4.830
Multiplicity: 6

Geometry as XYZ:
```
35
Properties=species:S:1:pos:R:3:forces:R:3
Br 0.3359 -4.9405 -2.4938 -0.2 1.7 0.4
Mn -0.0650 -1.0813 -1.6396 -0.1 -0.6 -0.2
O 3.0394 0.1449 -2.5177 -0.7 -0.2 0.2
O 5.5061 -0.2933 1.6122 0.4 2.0 -0.6
O -3.0367 -0.3488 -0.0686 -0.2 -1.5 0.8
O 2.8078 -1.5053 1.5759 -1.0 -0.4 -0.9
O -0.9639 0.2274 -4.8339 0.1 -0.2 0.7
N -1.4729 1.8310 -0.2621 1.6 -0.2 -1.0
C -2.6175 3.1515 1.4155 -1.0 -0.4 0.8
C -2.3186 1.7289 0.8883 -1.2 0.5 1.5
C -4.0721 -1.3547 -0.2243 -0.1 1.0 -1.2
C 4.0513 -2.1792 1.3932 0.7 -0.4 0.5
C -3.5041 0.7721 0.6717 0.4 0.7 -1.2
C 5.0204 -1.3766 2.2551 0.1 -3.4 1.2
H 3.9232 -3.2262 1.6679 0.2 -0.1 0.7
H -5.0122 -0.9019 -0.5396 -0.1 0.6 0.1
H -0.4796 0.2339 -5.6595 0.2 -0.1 -0.3
H -1.7729 1.3407 1.7484 0.5 -0.6 -0.4
H 3.6330 0.7736 -2.1073 0.2 0.2 0.2
H -4.3609 -1.9398 0.6489 0.9 -0.2 0.1
H 4.8359 0.3877 1.7050 0.1 0.3 -0.2
H -1.6844 3.5456 1.8180 0.0 0.3 -0.4
H 5.8310 -1.9852 2.6561 0.6 -0.2 -0.7
H -3.7819 -1.8810 -1.1336 0.1 -0.8 0.6
H -3.1477 3.8509 0.7689 0.4 -0.1 -0.6
H 4.3661 -2.3282 0.3603 -0.1 1.0 -0.3
H -3.9689 0.5085 1.6218 0.0 -0.1 0.0
H -0.6944 2.3934 0.0505 0.7 -0.2 0.2
H 3.4885 -0.1208 -3.3202 0.1 -0.2 -0.3
H 4.5219 -1.2068 3.2094 -0.5 0.7 0.0
H 2.4042 -2.0886 2.2227 -0.6 0.5 0.1
H -1.4510 1.0514 -4.8350 -0.2 0.2 0.0
H -1.8458 2.5041 -0.9162 -0.8 -0.2 -0.5
H -4.2365 1.1866 -0.0210 -0.4 0.7 0.4
H -3.2776 3.1259 2.2825 -0.1 -0.3 0.2
```
Positions in Å, forces in eV/Å.



Record 2
DFT (wB97M-V/def2-TZVPD) results for a 2-piece molecular cluster, C7H13NO overall in a non-equilibrium geometry.

LUMO energy, eV: 0.87
SMILES: CCc1c[nH]cc1C.O
Energy relative to the best compared isomer or geometry (same formula, charge and spin), eV: 2.1761
Orbital gap, eV: 8.995
Multiplicity: 1

Geometry as XYZ:
```
22
Properties=species:S:1:pos:R:3:forces:R:3
O -0.8496 1.9310 2.2154 -0.4 -1.2 -0.4
N 0.5782 -1.3016 1.3681 -1.0 -0.7 -2.4
C -0.9536 -0.6625 -0.2757 5.1 -1.6 3.0
C 1.5111 1.5677 -1.4413 1.3 -0.8 -2.1
C 0.4471 -0.5486 -0.7032 1.5 -0.4 -0.2
C 1.1064 0.1317 -1.8843 -3.2 1.0 0.8
C 1.3715 -1.0078 0.2393 -7.1 0.8 1.1
C -2.0923 -0.0216 -0.8338 -5.1 2.6 -1.0
C -0.8079 -1.2692 1.0274 1.9 1.7 -1.5
H -2.6721 -0.3893 -1.7133 0.9 -0.8 0.4
H 0.9209 2.1143 -2.1485 -0.1 1.4 0.2
H 1.8769 -0.4581 -2.2527 1.6 -1.0 -0.6
H 0.3231 0.1969 -2.6724 0.7 0.1 0.1
H -2.9300 0.0831 -0.0713 1.0 -0.5 -0.5
H 2.3580 -1.1990 0.2098 3.2 -0.2 0.0
H 1.2838 1.7494 -0.4163 -0.2 0.3 0.6
H -1.5697 -1.6252 1.6900 -0.1 0.1 0.4
H 2.5973 1.8000 -1.6436 -1.1 -0.3 0.3
H -1.5758 1.2774 2.4325 1.5 1.0 -0.7
H -2.0973 1.0733 -1.1606 1.3 -1.1 0.6
H -0.2932 1.5342 1.4931 -1.1 0.2 1.1
H 1.0340 -1.6317 2.1822 -0.4 -0.6 0.9
```
Positions in Å, forces in eV/Å.



Record 3
DFT (wB97M-V/def2-TZVPD) results for C4H6ClN as an isolated structure in a non-equilibrium geometry.

LUMO energy, eV: 0.64
Energy relative to the best compared isomer or geometry (same formula, charge and spin), eV: 5.6756
Orbital gap, eV: 7.681
Multiplicity: 1

Geometry as XYZ:
```
12
Properties=species:S:1:pos:R:3:forces:R:3
Cl 0.2943 -2.5264 -2.0912 -0.1 0.1 -0.5
N 0.1813 -0.4666 -0.4946 -0.1 1.4 1.4
C 0.9168 0.0026 0.6952 -1.0 -0.4 2.2
C -1.1415 0.0034 -0.8366 2.7 1.6 0.2
C 2.2003 -0.8095 0.4840 -0.3 -1.2 -2.6
C 0.8863 -1.4164 -0.9585 3.3 -0.5 2.7
H -0.9359 1.0351 -1.1792 -0.9 -0.5 -0.6
H 1.0220 1.1224 0.8165 0.1 -1.0 -0.9
H -1.4673 -0.7342 -1.5033 -1.5 -0.4 -1.1
H 2.5330 -1.7461 1.0296 -1.3 1.2 -0.2
H -1.5586 0.0795 0.1173 -1.8 -0.1 1.1
H 0.2919 -0.2490 1.6621 0.8 0.0 -1.8
```
Positions in Å, forces in eV/Å.



Record 4
DFT (wB97M-V/def2-TZVPD) results for a 4-piece molecular cluster, C25H30F25N2O3Si overall in a non-equilibrium geometry.

LUMO energy, eV: -5.00
Total charge: +1
Orbital gap, eV: 8.306
Multiplicity: 1

Geometry as XYZ:
```
86
Properties=species:S:1:pos:R:3:forces:R:3
Si 0.6505 1.4496 1.7197 1.5 -0.9 -0.6
F 7.1462 1.1958 2.0655 -0.5 -0.1 0.0
F -2.9188 4.2818 -4.4951 0.3 0.2 -0.2
F 5.5025 -0.8743 1.2272 0.2 0.4 0.4
F 0.0986 -4.7450 -1.6154 0.5 0.1 0.2
F 0.5396 -4.9325 1.2447 -0.1 -0.1 -0.2
F -0.4431 1.0905 -2.6760 -0.3 -0.3 0.0
F -4.0822 4.5740 -6.2841 0.5 -0.1 -0.2
F -1.0067 2.9749 -3.5682 -0.1 -0.1 0.0
F -1.3301 5.0193 -6.6452 -0.4 0.0 0.2
F -3.9409 -4.6688 0.2694 0.2 0.4 -0.3
F 6.0509 -2.5164 -2.8828 -0.1 -0.2 0.4
F 0.8711 -6.7494 -1.7763 0.2 0.1 0.5
F -4.5272 1.0297 6.5344 1.2 1.1 -1.5
F 7.5025 -2.0621 0.3133 -0.1 0.1 -0.1
F 2.3154 -5.1246 0.0084 -0.2 -0.1 -0.3
F -0.9433 2.9431 -6.1426 -0.3 0.0 0.1
F 4.4710 1.0189 1.2065 0.3 0.3 0.1
F -2.1749 -5.1597 1.4311 0.1 0.3 -0.1
F 8.2629 -3.1447 -1.3959 -0.3 0.1 -0.3
F -2.5504 -2.4564 1.1010 -0.2 -0.1 0.1
F -2.9119 0.0146 -3.1977 0.0 0.3 0.5
F -1.8580 0.6426 -4.9896 0.1 0.2 0.3
F 7.1554 -0.7705 -2.2198 0.0 -0.2 0.3
F 7.8033 0.4964 0.1194 -0.4 0.0 0.0
F -0.7833 -3.0907 0.0255 -0.1 -0.1 0.0
O -3.7265 2.5000 -5.6193 1.2 0.6 0.6
O 5.0872 0.1564 -0.7314 1.0 -0.3 1.0
O -0.9954 -6.4575 -0.6359 0.7 1.3 0.3
N -2.0175 1.7124 0.4885 1.2 0.0 3.1
N -3.3255 1.8640 0.5700 -3.2 0.6 1.6
C -1.5081 1.8742 -2.9842 0.6 0.0 0.4
C 5.0430 -1.1832 -1.2499 -0.8 0.1 -0.3
C -2.1560 -5.6499 -0.8789 -0.2 -0.7 -0.5
C 0.2655 -5.8902 -0.9267 -1.5 -0.7 -1.0
C -2.4830 1.1171 -3.8897 -0.1 -0.1 -1.2
C -1.2829 1.7233 1.6873 -3.6 0.9 1.1
C 1.1373 -5.7187 0.3221 0.4 0.0 0.7
C -3.6449 1.8803 5.7573 -0.3 1.2 1.1
C -2.5742 -4.6682 0.2352 0.2 -0.9 0.4
C -4.4138 2.3257 4.4178 -0.1 -0.9 -0.6
C -2.0307 1.9450 3.0215 -2.4 0.0 -1.9
C 1.3330 2.0062 3.4312 -0.2 0.1 0.6
C -3.3294 3.1696 6.6791 -0.4 -0.9 -0.3
C -3.7465 1.8895 -4.3237 -0.8 0.0 -0.3
C 5.4756 0.3229 0.6157 -1.1 -1.0 -1.2
C -1.8890 3.7868 -6.6116 0.7 0.0 -0.6
C 7.1244 -2.6928 -0.8142 0.6 -0.7 0.0
C 0.8644 -0.4660 1.4895 -1.4 0.3 0.2
C -2.1218 -3.2171 0.0568 -0.2 0.6 0.0
C 6.3654 -1.7767 -1.7780 0.0 0.8 -0.3
C 6.7859 1.1045 0.7627 0.8 0.4 0.0
C -3.5606 2.1332 3.0835 2.1 -0.5 -3.1
C -3.1400 3.7822 -5.7265 -1.5 -0.6 0.6
C -4.2149 2.0845 1.6531 3.4 -0.4 2.5
C 1.5425 2.2645 0.2361 0.8 0.5 -0.5
H 1.3467 -6.6839 0.7879 -0.1 -0.1 -0.2
H -4.0934 2.5860 -3.5547 0.3 0.1 0.0
H 0.5870 -0.6711 0.3983 0.7 0.0 1.5
H -2.5342 -2.7856 -0.8596 -0.1 -0.2 0.0
H -2.6815 1.3014 5.5688 -1.5 0.5 0.2
H 6.6865 2.1136 0.3566 -0.2 0.0 0.0
H 1.8974 -0.8342 1.7880 -1.4 0.4 -0.5
H 1.0451 3.0854 3.7072 0.5 -1.6 -0.4
H -5.3491 2.1736 1.4943 2.1 -0.2 -0.1
H 6.5213 -3.5634 -0.5415 -0.2 0.1 -0.1
H 4.3807 -1.1051 -2.1161 0.3 0.1 0.0
H 2.5635 1.7344 0.1308 -1.6 0.7 0.3
H -3.1721 2.8254 7.7545 -0.1 0.4 -1.5
H 4.5243 -1.8631 -0.5686 0.3 0.0 0.1
H -4.8200 3.4033 4.4822 0.8 -1.7 -0.1
H -5.3274 1.6240 4.3344 1.4 1.1 0.1
H 1.0177 2.1173 -0.7705 0.6 0.3 1.5
H -4.2365 3.8734 6.6614 1.5 -0.9 0.0
H 1.8022 3.3744 0.3970 -0.6 -1.6 -0.3
H -2.1172 -5.1725 -1.8617 0.1 0.2 0.2
H -2.9677 -6.3776 -0.9595 0.1 0.1 0.3
H -2.3756 3.6616 6.2975 -1.4 -0.4 0.5
H -3.8116 1.8141 -0.3498 0.7 0.0 0.8
H -2.1318 3.4857 -7.6329 -0.2 0.0 0.1
H 0.0259 -0.9434 2.1267 1.5 0.3 -0.9
H -1.9875 2.1659 -2.0454 -0.1 0.0 0.0
H -1.4122 1.9431 3.9830 -1.0 0.1 -1.6
H 2.4837 1.9169 3.4327 -1.8 0.1 0.0
H -4.5436 1.1449 -4.3991 0.3 -0.1 -0.1
H 0.9169 1.2970 4.2432 0.8 1.1 -1.1
```
Positions in Å, forces in eV/Å.



Record 5
DFT (wB97M-V/def2-TZVPD) results for C2HBrCl2OS as an isolated structure in a non-equilibrium geometry.

LUMO energy, eV: -0.85
Energy relative to the best compared isomer or geometry (same formula, charge and spin), eV: 4.7874
Orbital gap, eV: 7.832
Multiplicity: 1

Geometry as XYZ:
```
8
Properties=species:S:1:pos:R:3:forces:R:3
Br -0.6269 2.3085 -0.5923 -1.0 0.3 -0.7
Cl -1.3676 0.6951 2.0035 0.5 -0.7 0.2
Cl 1.4469 1.1997 -2.3753 -0.3 -0.3 -0.8
S -0.5256 -1.1506 1.5565 -1.3 0.0 1.7
O -1.1652 -1.5685 0.1471 -1.4 -0.6 0.1
C 0.2362 -1.2078 0.0820 3.2 -1.1 -1.7
C 1.1202 1.9499 -0.9296 1.5 0.3 0.9
H 0.8820 -2.2262 0.1082 -1.1 2.1 0.2
```
Positions in Å, forces in eV/Å.



Record 6
DFT (wB97M-V/def2-TZVPD) results for a 3-piece molecular cluster, C2H10N2O2 overall in a non-equilibrium geometry.

LUMO energy, eV: 0.46
SMILES: C/N=C\N.O.O
Energy relative to the best compared isomer or geometry (same formula, charge and spin), eV: 1.9413
Orbital gap, eV: 9.152
Multiplicity: 1

Geometry as XYZ:
```
16
Properties=species:S:1:pos:R:3:forces:R:3
O -1.9312 0.1670 0.4884 -0.8 3.0 2.7
O -1.8183 -1.2795 -1.7059 0.9 0.2 -1.3
N 1.9244 -0.1052 0.0848 -0.9 -3.1 4.4
N 0.3354 0.4489 1.7504 1.0 -4.7 3.7
C 1.4399 0.8971 -0.7296 0.6 2.2 -2.3
C 1.2840 -0.3760 1.2213 3.3 1.2 -3.1
H 2.4112 1.4211 -1.1400 -2.1 -0.7 0.2
H -2.5557 -0.3905 0.9132 -0.7 -1.0 -0.2
H 0.8182 1.7326 -0.2557 0.5 -1.0 -0.8
H 0.8848 0.3246 -1.5725 0.7 1.6 0.8
H -1.6673 -0.9084 -2.6136 -0.2 -0.5 1.2
H -0.9245 -1.5046 -1.3910 -0.3 -0.2 -0.4
H -0.0139 1.1705 1.2643 -1.4 2.6 -2.3
H -1.5064 -0.1937 -0.2340 0.4 -1.6 -2.3
H -0.3972 -0.1746 2.0953 0.0 1.0 0.3
H 1.7166 -1.2293 1.8244 -1.0 1.0 -0.6
```
Positions in Å, forces in eV/Å.



Number 1: energy -4396.72100 Ha. Number 2: energy -404.44749 Ha. Number 3: energy -670.74002 Ha. Number 4: energy -4091.63847 Ha. Number 5: energy -4044.34901 Ha. Number 6: energy -342.12253 Ha.